Entry 1:
The following is a quantum chemistry calculation of a 2-piece molecular cluster, C2H5F2O2P overall, from OMol25.

CARTESIAN COORDINATES (ANGSTROEM)
C -1.7172 -0.2825 0.6018
C -0.4054 1.7087 -0.1011
O -1.1878 1.0748 0.7793
O 0.1498 1.2553 -1.0115
F -0.2030 3.0319 0.1382
F 3.8710 -0.1516 0.4367
P 2.3529 0.5024 0.0322
H -2.6636 -0.1522 0.9213
H -1.0100 -0.9022 1.0435
H -1.6415 -0.4549 -0.4119
H 2.7864 1.7625 -0.3758
H 2.3738 -0.0496 -1.2888

Its energy above the lowest of the compared OMol25 structures with the same formula, charge and spin is 353.9 kJ/mol. The calculation puts the highest occupied orbital energy at -9.8363 eV. The net charge is 0. Its SMILES is COC(=O)F.FP. The value obtained for the HOMO-LUMO gap is 10.5379 eV. Its largest force on an atom is 4.3 eV/Å.


Entry 2:
The following is a quantum chemistry calculation of an isolated ion of composition C2H5F2O3P2S2 and charge -1, from OMol25.

CARTESIAN COORDINATES (ANGSTROEM)
C 1.3669 -0.4314 -2.1920
C 0.6486 -0.1416 0.7294
O -0.6007 1.6558 2.6144
O -0.2466 1.5916 -1.2314
O -2.1185 0.3536 1.0801
F 1.2097 -1.3484 0.8195
F 1.5811 0.8074 0.9182
P 0.0177 0.1370 -1.0321
P -1.0274 0.1461 2.0734
S -1.5375 -1.1856 -1.3374
S -0.9669 -1.3329 3.2847
H 0.6407 -0.7272 -2.9230
H 1.8105 0.5023 -2.5708
H 2.0026 -1.3679 -1.8514
H -0.4990 2.2258 1.8342
H -2.2812 -0.8845 -0.2159

The calculation puts the highest occupied orbital energy at -4.9089 eV. The net charge is -1. Its SMILES is C[P@@](=O)(S)C(F)(F)[P@](=O)(O)[S-]. The value obtained for the HOMO-LUMO gap is 8.0150 eV. Its largest force on an atom is 3.8 eV/Å.


Entry 3:
The following is a quantum chemistry calculation of a 2-piece molecular cluster, C2H5F3O overall, from OMol25.

CARTESIAN COORDINATES (ANGSTROEM)
F -0.1662 0.1783 0.4834
F 1.9749 -0.6679 -2.0719
F 2.1091 -1.9419 -0.3938
C 1.1198 0.1534 0.0661
C 1.3408 -0.9808 -0.9909
H 1.3656 1.1658 -0.3081
H 1.7203 -0.0229 0.9792
H 0.4095 -1.4863 -1.3178
O -3.2777 1.5549 1.3725
H -2.5204 0.9881 1.1012
H -4.0758 1.0592 1.0801

Its energy above the lowest of the compared OMol25 structures with the same formula, charge and spin is 96.8 kJ/mol. The calculation puts the highest occupied orbital energy at -11.4213 eV. The net charge is 0. Its SMILES is FCC(F)F.O. The value obtained for the HOMO-LUMO gap is 12.2985 eV. Its largest force on an atom is 3.1 eV/Å.


Entry 4:
The following is a quantum chemistry calculation of a 2-piece molecular cluster, C2H5FIN overall, from OMol25.

CARTESIAN COORDINATES (ANGSTROEM)
C 1.1578 0.1359 0.7580
C 0.2301 -1.8799 -0.1746
N 0.1065 -0.9385 0.6260
F -0.6493 -2.8869 -0.0136
I -5.1245 0.0924 0.0735
H 1.6089 0.1726 -0.2263
H 0.5194 0.9523 0.9420
H 1.9048 -0.1041 1.6603
H 0.7832 -2.2668 -1.0457
H -5.4767 1.0843 -1.1925

Its energy above the lowest of the compared OMol25 structures with the same formula, charge and spin is 198.5 kJ/mol. The calculation puts the highest occupied orbital energy (alpha / beta) at -5.3930 / -9.9584 eV. The net charge is 0. The value obtained for the HOMO-LUMO gap (alpha / beta) is 6.0350 / 7.2511 eV. Its largest force on an atom is 10.9 eV/Å. The spin multiplicity is 3.


Entry 5:
The following is a quantum chemistry calculation of a single C2H5FIP molecule, from OMol25.

CARTESIAN COORDINATES (ANGSTROEM)
C 0.4404 -0.4247 -0.1403
C -0.8801 0.3021 -0.0191
F -2.1730 -1.9852 0.5829
P -2.1606 -0.8712 -0.6636
I -4.2188 0.2402 0.0420
H 0.5418 -1.5299 -0.1165
H 0.8627 -0.3640 -1.1884
H 1.1219 0.2331 0.4457
H -0.7938 1.2590 -0.4193
H -1.0186 0.4395 0.9776

Its energy above the lowest of the compared OMol25 structures with the same formula, charge and spin is 7.6 kJ/mol. The calculation puts the highest occupied orbital energy at -9.3133 eV. The net charge is 0. Its SMILES is CCP(F)I. The value obtained for the HOMO-LUMO gap is 9.4696 eV. Its largest force on an atom is 3.4 eV/Å.


Entry 6:
The following is a quantum chemistry calculation of C2H5FN2O as an isolated structure, from OMol25.

CARTESIAN COORDINATES (ANGSTROEM)
C -0.1064 -0.6016 0.0953
C -0.0855 0.7288 0.6127
H 1.4763 1.2145 -1.5871
H -0.1190 0.9050 -3.1071
H 0.8265 -1.2444 -1.6802
H -0.6203 1.8515 0.2917
H 1.1601 0.7363 0.7765
N 0.2231 0.8896 -1.8235
N -0.0923 -0.4512 -1.2929
O 0.0745 -1.6396 0.7091
F -0.3426 0.6469 1.9111

Its energy above the lowest of the compared OMol25 structures with the same formula, charge and spin is 567.0 kJ/mol. The calculation puts the highest occupied orbital energy at -10.0914 eV. The net charge is 0. The value obtained for the HOMO-LUMO gap is 10.1100 eV. Its largest force on an atom is 7.0 eV/Å.


Entry 7:
The following is a quantum chemistry calculation of a single C2H5FN2O molecule, from OMol25.

CARTESIAN COORDINATES (ANGSTROEM)
C 0.0231 0.0635 -0.0673
C -1.3257 -0.6999 0.2142
H 2.0642 0.9316 0.0090
H 1.2702 -1.3927 -0.9053
H -0.7965 1.6028 0.1717
H -1.2672 -0.8094 1.4308
H -1.4989 -1.7222 -0.3367
N 1.1981 -0.7893 0.0457
N 0.1356 1.3144 0.0529
O 2.4280 0.0222 -0.0162
F -2.3019 0.1505 -0.2013

Its energy above the lowest of the compared OMol25 structures with the same formula, charge and spin is 236.0 kJ/mol. The calculation puts the highest occupied orbital energy at -9.8085 eV. The net charge is 0. Its SMILES is [H]/N=C(\CF)NO. The value obtained for the HOMO-LUMO gap is 10.4945 eV. Its largest force on an atom is 3.6 eV/Å.


Entry 8:
The following is a quantum chemistry calculation of a 2-piece molecular cluster, C2H5FN2O3 overall, from OMol25.

CARTESIAN COORDINATES (ANGSTROEM)
C -0.5531 0.9395 0.3292
C 0.8228 0.4890 0.0563
N -0.8836 -1.1982 -1.8373
N 1.5333 -0.4370 0.8397
O 1.1071 -0.5198 2.0819
O 2.4949 -1.0552 0.4033
O -0.8204 1.2762 1.6696
F 1.2806 0.7944 -1.1281
H -1.0067 -0.2076 -0.1629
H -0.9815 1.7870 -0.3332
H -1.0029 -0.6938 -2.6521
H -1.5983 -1.8300 -1.5650
H -0.3921 0.6554 2.2986

Its energy above the lowest of the compared OMol25 structures with the same formula, charge and spin is 434.6 kJ/mol. The calculation puts the highest occupied orbital energy (alpha / beta) at -10.5274 / -9.1701 eV. The net charge is 0. The value obtained for the HOMO-LUMO gap (alpha / beta) is 8.6773 / 7.4340 eV. Its largest force on an atom is 3.6 eV/Å.


Entry 9:
The following is a quantum chemistry calculation of a 2-piece molecular cluster, C2H5FN2O3 overall, from OMol25.

CARTESIAN COORDINATES (ANGSTROEM)
C 0.1312 -0.4050 -0.5681
C 1.4673 0.3673 -0.2157
N -0.8691 -0.3550 0.4213
N -1.8511 0.7235 0.4127
O -1.2848 1.7758 0.5573
O -3.0309 0.5016 0.5325
O 2.1008 -0.1197 0.8625
F -1.5866 -2.3491 -0.0482
H -0.2182 0.1039 -1.5163
H 0.3102 -1.5366 -0.8254
H 1.1984 1.4189 -0.1075
H 2.1396 0.0190 -1.1138
H 1.4931 -0.1448 1.6087

Its energy above the lowest of the compared OMol25 structures with the same formula, charge and spin is 145.1 kJ/mol. The calculation puts the highest occupied orbital energy (alpha / beta) at -10.5306 / -11.2612 eV. The net charge is 0. The value obtained for the HOMO-LUMO gap (alpha / beta) is 10.2092 / 7.0828 eV. Its largest force on an atom is 3.3 eV/Å. The spin multiplicity is 3.


Entry 10:
The following is a quantum chemistry calculation of a 2-piece molecular cluster, C2H5FOS overall, from OMol25.

CARTESIAN COORDINATES (ANGSTROEM)
C 0.4112 0.1524 0.5646
C -0.6455 0.0241 -0.6471
O -2.2294 1.5496 0.6311
F -2.9286 -1.7586 0.2368
S -2.3669 0.5209 -0.4034
H 1.2981 -0.2438 0.2783
H 0.3599 1.2286 1.0003
H 0.0173 -0.5926 1.2533
H -0.6958 -0.8955 -1.3411
H -0.1763 0.7603 -1.3756

Its energy above the lowest of the compared OMol25 structures with the same formula, charge and spin is 254.1 kJ/mol. The calculation puts the highest occupied orbital energy (alpha / beta) at -11.0999 / -10.5108 eV. The net charge is 0. The value obtained for the HOMO-LUMO gap (alpha / beta) is 8.7126 / 8.0131 eV. Its largest force on an atom is 5.6 eV/Å.


Entry 11:
The following is a quantum chemistry calculation of a 2-piece molecular cluster, C2H5FOS overall, from OMol25.

CARTESIAN COORDINATES (ANGSTROEM)
C -0.9137 0.4660 -0.1759
C 2.1803 -0.8183 -0.0737
O -3.4589 0.2091 0.4951
F 2.3130 0.1668 0.8447
S -2.2484 0.8817 0.9764
H -0.0553 0.1148 0.4593
H -0.5593 1.4292 -0.7336
H -1.2586 -0.2928 -0.9046
H 2.6312 -0.6376 -1.0302
H 1.3696 -1.5190 0.1427

Its energy above the lowest of the compared OMol25 structures with the same formula, charge and spin is 264.1 kJ/mol. The calculation puts the highest occupied orbital energy (alpha / beta) at -8.6316 / -8.9638 eV. The net charge is 0. The value obtained for the HOMO-LUMO gap (alpha / beta) is 8.6676 / 8.3153 eV. Its largest force on an atom is 2.1 eV/Å.


Entry 12:
The following is a quantum chemistry calculation of a single C2H5FSi molecule, from OMol25.

CARTESIAN COORDINATES (ANGSTROEM)
C 1.3878 -0.6200 -0.2769
C 0.5640 0.0711 0.5450
F -1.7666 -0.8491 0.0375
Si -1.1540 0.6063 -0.1684
H 1.3871 -0.7517 -1.3126
H 2.1919 -1.2544 0.1718
H 0.8306 -0.0535 1.5440
H -1.5079 1.2969 -1.4790
H -1.9330 1.5543 0.9386

Its energy above the lowest of the compared OMol25 structures with the same formula, charge and spin is 57.1 kJ/mol. The calculation puts the highest occupied orbital energy at -10.3888 eV. The net charge is 0. Its SMILES is C=C[SiH2]F. The value obtained for the HOMO-LUMO gap is 11.2591 eV. Its largest force on an atom is 4.1 eV/Å.


Entry 13:
The following is a quantum chemistry calculation of a 2-piece molecular cluster, C2H5I2OP overall, from OMol25.

CARTESIAN COORDINATES (ANGSTROEM)
C 0.0498 0.2206 -0.5949
C 0.3135 -0.6521 0.5990
O 3.0524 -0.6302 -1.4316
P 1.2384 -2.1943 0.0979
I -0.3673 -3.4892 -1.0156
I 1.6633 -3.3069 2.2221
H -0.2390 1.1552 -0.2562
H 0.8173 0.2630 -1.2935
H -0.8556 -0.1612 -1.0475
H -0.4192 -0.9368 1.4535
H 1.1474 0.0137 1.0936

Its energy above the lowest of the compared OMol25 structures with the same formula, charge and spin is 558.4 kJ/mol. The calculation puts the highest occupied orbital energy (alpha / beta) at -9.0632 / -8.8878 eV. The net charge is 0. The value obtained for the HOMO-LUMO gap (alpha / beta) is 6.4540 / 7.1528 eV. Its largest force on an atom is 3.8 eV/Å.


Entry 14:
The following is a quantum chemistry calculation of a 3-piece molecular cluster, C2H5I2OP overall, from OMol25.

CARTESIAN COORDINATES (ANGSTROEM)
C 0.3299 -1.6795 0.1955
C 1.3750 -1.0263 -0.2421
O -2.1386 1.6707 -1.8310
P -2.1360 1.7218 -0.3969
I -3.0381 -0.4585 0.6693
I 0.9297 3.0975 0.7094
H 0.1424 -1.5136 1.3485
H 1.4328 1.6044 0.9523
H -0.4171 -2.3177 -0.2880
H 1.4767 -0.7731 -1.3514
H 2.0433 -0.3257 0.2345

Its energy above the lowest of the compared OMol25 structures with the same formula, charge and spin is 218.5 kJ/mol. The calculation puts the highest occupied orbital energy at -9.5230 eV. The net charge is 0. Its SMILES is O=PI.C=C.I. The value obtained for the HOMO-LUMO gap is 8.2024 eV. Its largest force on an atom is 4.3 eV/Å.


Entry 15:
The following is a quantum chemistry calculation of a 2-piece molecular cluster, C2H5IN2S overall, from OMol25.

CARTESIAN COORDINATES (ANGSTROEM)
C 0.2942 -0.8826 0.5310
C -0.4484 -1.3506 -0.4290
N 1.4768 -0.1775 0.2362
N -0.9431 2.5089 -1.0621
S -1.8930 2.3497 0.1968
I -0.1840 -1.3445 2.6018
H -1.3978 -1.7333 -0.2020
H -0.0822 -1.2497 -1.5542
H 2.2138 -0.5679 0.7030
H 1.5442 0.8887 0.3514
H -0.5805 1.5590 -1.3729

Its energy above the lowest of the compared OMol25 structures with the same formula, charge and spin is 0.0 kJ/mol. The calculation puts the highest occupied orbital energy (alpha / beta) at -8.5929 / -9.3373 eV. The net charge is 0. The value obtained for the HOMO-LUMO gap (alpha / beta) is 9.0063 / 7.6629 eV. Its largest force on an atom is 3.2 eV/Å. The spin multiplicity is 3.


Entry 16:
The following is a quantum chemistry calculation of a 2-piece molecular cluster, C2H5INO2S overall, from OMol25.

CARTESIAN COORDINATES (ANGSTROEM)
C -0.2703 1.0757 -0.7704
C 0.8219 0.3546 -1.6854
N 1.9033 -0.2204 -0.8601
O -0.9154 -0.2118 3.7162
O -1.3849 -2.4746 2.9020
S -1.3847 -1.0467 2.6176
I 1.3378 -1.5239 0.6882
H -1.0542 1.3390 -1.5251
H -0.7016 0.2305 -0.0305
H 0.1191 1.7893 -0.1532
H 0.2468 -0.4193 -2.4453
H 1.2823 1.1077 -2.4540

Its energy above the lowest of the compared OMol25 structures with the same formula, charge and spin is 115.7 kJ/mol. The calculation puts the highest occupied orbital energy (alpha / beta) at -2.6284 / -2.6274 eV. The net charge is -1. The value obtained for the HOMO-LUMO gap (alpha / beta) is 5.0770 / 5.0748 eV. Its largest force on an atom is 5.7 eV/Å.


Entry 17:
The following is a quantum chemistry calculation of a 2-piece molecular cluster, C2H5IO overall, from OMol25.

CARTESIAN COORDINATES (ANGSTROEM)
C 1.0321 1.1017 0.0979
C -0.8767 -1.1175 0.6447
O -0.6731 -2.0926 -0.0536
I -2.4767 0.2759 0.0680
H 1.9199 0.6792 0.4113
H 0.9317 1.3624 -0.9126
H 0.7555 1.9242 0.6058
H 0.3807 -0.0211 0.0720
H -0.9933 -2.1123 -0.9336

Its energy above the lowest of the compared OMol25 structures with the same formula, charge and spin is 385.5 kJ/mol. The calculation puts the highest occupied orbital energy at -8.5223 eV. The net charge is 0. The value obtained for the HOMO-LUMO gap is 8.5218 eV. Its largest force on an atom is 6.3 eV/Å.


Entry 18:
The following is a quantum chemistry calculation of a single C2H5N molecule, from OMol25.

CARTESIAN COORDINATES (ANGSTROEM)
C 0.7436 -0.2267 -0.0468
C -0.7485 -0.2239 -0.0991
H 1.2032 -0.5426 -0.9986
H 1.3765 -0.4277 0.8735
H -1.2083 -0.3765 0.9183
H -1.1615 -0.6533 -0.9732
H -0.2756 1.4482 0.5942
N 0.0706 1.0024 -0.2682

Its energy above the lowest of the compared OMol25 structures with the same formula, charge and spin is 113.2 kJ/mol. The calculation puts the highest occupied orbital energy at -9.6234 eV. The net charge is 0. Its SMILES is C1CN1. The value obtained for the HOMO-LUMO gap is 10.8899 eV. Its largest force on an atom is 2.6 eV/Å.


Entry 19:
The following is a quantum chemistry calculation of an isolated ion of composition C2H5N2 and charge +1, from OMol25.

CARTESIAN COORDINATES (ANGSTROEM)
C 0.4255 -0.9504 0.3934
C -0.4095 -0.0714 -0.4831
N 0.4609 1.0395 1.1794
N -0.2129 1.1736 0.2026
H 0.1693 -1.7918 1.0124
H 0.1411 0.0815 -1.5307
H 1.3269 -1.1979 -0.0904
H -1.3848 -0.4493 -0.6850
H -0.5165 2.1660 0.0013

Its energy above the lowest of the compared OMol25 structures with the same formula, charge and spin is 389.8 kJ/mol. The calculation puts the highest occupied orbital energy (alpha / beta) at -15.9325 / -15.9371 eV. The net charge is +1. The value obtained for the HOMO-LUMO gap (alpha / beta) is 9.2542 / 9.2611 eV. Its largest force on an atom is 4.5 eV/Å.


Entry 20:
The following is a quantum chemistry calculation of an isolated ion of composition C2H5N2 and charge +1, from OMol25.

CARTESIAN COORDINATES (ANGSTROEM)
C 1.1792 -1.6998 0.6605
C -0.7969 1.3630 -0.4076
N -0.4192 0.0313 -0.3830
N 0.4005 -0.6247 0.1478
H 1.9258 -1.8670 -0.0928
H 0.6685 -2.0264 1.5582
H -0.9846 1.4301 -1.4452
H -0.1386 1.9096 0.1391
H -1.8346 1.4840 -0.1770

Its energy above the lowest of the compared OMol25 structures with the same formula, charge and spin is 325.9 kJ/mol. The calculation puts the highest occupied orbital energy at -15.5035 eV. The net charge is +1. Its SMILES is C=[N+]=NC. The value obtained for the HOMO-LUMO gap is 9.8652 eV. Its largest force on an atom is 7.9 eV/Å.